# C4H5NO

C4H5NO in the gas phase in a non-equilibrium geometry (wB97M-V/def2-TZVPD, the OMol25 dataset).

Its LUMO energy is 0.031 Ha. Its spin multiplicity is 1. The calculation puts the HOMO-LUMO gap at 11.65 eV. As for the SMILES: N#CC[C@H]1CO1. The total charge is 0. The calculation puts the HOMO energy at -10.8 eV. For the relative energy (zero: lowest compared OMol25 entry of this formula, charge and spin), the calculation gives 37.7 kcal/mol.

Each line ends with the natural charge from an NBO analysis.
Atoms and positions in Å:
N (-1.18, 2.44, -0.37)  -0.322
C (-0.32, 1.73, -0.10)  0.286
C (0.77, 0.81, 0.25)  -0.545
C (0.34, -0.65, 0.36)  0.058
C (-0.81, -1.19, -0.36)  -0.104
O (0.52, -1.43, -0.81)  -0.480
H (1.20, 1.15, 1.20)  0.257
H (1.56, 0.89, -0.51)  0.271
H (0.66, -1.15, 1.28)  0.192
H (-1.33, -2.06, 0.04)  0.189
H (-1.40, -0.53, -0.99)  0.198

# C11H30O12P2S

3 unconnected molecules or ions with the total composition C11H30O12P2S in a non-equilibrium geometry (wB97M-V/def2-TZVPD, the OMol25 dataset).

Its LUMO energy is -0.068 Ha. Its spin multiplicity is 1. The calculation puts the HOMO-LUMO gap at 7.84 eV. As for the SMILES: COCCOCC[SH](=O)=O.COP(=O)(OC)OC.COP(=O)(OC)OC. The total charge is 0. The calculation puts the HOMO energy at -9.7 eV.

Each line ends with the natural charge from an NBO analysis.
Atoms and positions in Å:
C (1.44, -0.59, -0.69)  -0.261
O (1.46, 0.85, -0.56)  -0.562
C (0.97, 1.49, -1.73)  -0.101
C (0.17, 2.75, -1.29)  -0.090
O (-1.24, 2.58, -1.38)  -0.533
C (-1.73, 1.70, -0.39)  -0.085
C (-3.25, 1.53, -0.69)  -0.667
S (-3.63, 0.00, -1.57)  1.982
O (-4.86, 0.21, -2.30)  -0.950
O (-3.80, -1.09, -0.63)  -0.952
H (2.32, -0.88, -1.29)  0.199
H (1.55, -0.98, 0.33)  0.198
H (0.52, -0.94, -1.18)  0.163
H (1.85, 1.84, -2.29)  0.178
H (0.30, 0.86, -2.34)  0.182
H (0.52, 3.12, -0.31)  0.186
H (0.42, 3.53, -2.02)  0.191
H (-1.20, 0.74, -0.33)  0.188
H (-1.67, 2.19, 0.60)  0.189
H (-3.84, 1.56, 0.24)  0.270
H (-3.53, 2.34, -1.37)  0.269
H (-2.67, -0.28, -2.51)  0.012
C (-7.97, -2.42, 4.19)  -0.270
O (-6.89, -1.53, 4.57)  -0.697
P (-5.30, -2.12, 4.56)  2.418
O (-4.83, -1.43, 5.80)  -1.032
O (-4.94, -1.25, 3.22)  -0.817
C (-5.63, -1.56, 2.00)  -0.266
O (-4.02, -3.17, 4.32)  -0.804
C (-2.71, -2.62, 4.41)  -0.232
H (-8.73, -2.40, 4.97)  0.196
H (-8.41, -2.07, 3.26)  0.187
H (-7.62, -3.45, 4.06)  0.171
H (-6.42, -0.82, 1.83)  0.179
H (-6.07, -2.56, 2.01)  0.158
H (-4.92, -1.50, 1.17)  0.231
H (-2.44, -2.47, 5.46)  0.196
H (-2.64, -1.68, 3.87)  0.191
H (-2.03, -3.34, 3.97)  0.186
C (4.85, 2.03, -0.75)  -0.277
O (5.19, 0.68, -1.16)  -0.700
P (5.91, 0.44, -2.67)  2.417
O (5.18, -0.81, -3.03)  -1.033
O (7.36, 0.12, -1.99)  -0.811
C (8.02, 1.15, -1.25)  -0.252
O (6.60, 0.80, -4.15)  -0.804
C (7.25, -0.27, -4.83)  -0.234
H (3.80, 2.04, -0.44)  0.210
H (5.47, 2.33, 0.09)  0.187
H (4.98, 2.75, -1.57)  0.168
H (7.87, 0.98, -0.18)  0.187
H (7.64, 2.14, -1.51)  0.162
H (9.08, 1.11, -1.47)  0.198
H (6.51, -0.93, -5.29)  0.198
H (7.89, -0.84, -4.15)  0.194
H (7.87, 0.17, -5.61)  0.188

# C4H14NO2

A molecular structure, C4H14NO2 in a non-equilibrium geometry (wB97M-V/def2-TZVPD, the OMol25 dataset).

Its LUMO energy is -0.313 Ha. Its spin multiplicity is 1. The calculation puts the HOMO-LUMO gap at 4.13 eV. The total charge is +1. The calculation puts the HOMO energy at -12.7 eV. For the relative energy (zero: lowest compared OMol25 entry of this formula, charge and spin), the calculation gives 189.8 kcal/mol.

Each line ends with the natural charge from an NBO analysis.
Atoms and positions in Å:
C (0.23, 1.08, -1.35)  -0.060
O (0.11, -1.98, 1.04)  -0.980
C (1.63, 1.12, -1.10)  -0.183
C (2.25, 0.66, 0.10)  -0.103
C (2.47, -0.88, 0.09)  -0.609
N (-4.87, 0.18, -0.31)  -1.072
H (-0.06, 1.56, -2.29)  0.228
H (-0.54, 0.80, -0.66)  0.247
H (-0.51, -2.33, 1.70)  0.496
H (2.29, 1.54, -1.88)  0.282
H (3.15, 1.21, 0.22)  0.265
H (1.37, 0.68, 0.91)  0.378
H (3.33, -1.30, -0.40)  0.296
H (2.55, -1.17, 1.11)  0.255
H (1.58, -1.35, -0.29)  0.258
H (-5.57, -0.05, 0.39)  0.363
H (-5.39, 0.33, -1.15)  0.361
H (-4.34, -0.70, -0.47)  0.350
H (-0.11, 0.83, 2.13)  0.552
H (0.08, -1.00, 0.97)  0.474
O (0.35, 0.76, 1.24)  -0.797

# C7H11N

C7H11N in the gas phase in a non-equilibrium geometry (wB97M-V/def2-TZVPD, the OMol25 dataset).

Its LUMO energy is 0.038 Ha. Its spin multiplicity is 1. The calculation puts the HOMO-LUMO gap at 8.55 eV. As for the SMILES: Cc1c[nH]c(C)c1C. The total charge is 0. The calculation puts the HOMO energy at -7.5 eV. For the relative energy (zero: lowest compared OMol25 entry of this formula, charge and spin), the calculation gives 25.4 kcal/mol.

Each line ends with the natural charge from an NBO analysis.
Atoms and positions in Å:
C (-2.36, 1.14, 0.17)  -0.622
C (-0.95, 0.81, -0.14)  -0.070
C (-0.28, 1.47, -1.13)  -0.106
N (1.05, 0.95, -1.15)  -0.508
C (1.06, -0.15, -0.33)  0.152
C (2.26, -1.07, -0.31)  -0.660
C (-0.18, -0.26, 0.34)  -0.120
C (-0.45, -1.33, 1.30)  -0.632
H (-2.83, 0.22, 0.37)  0.209
H (-2.89, 1.68, -0.70)  0.220
H (-2.28, 1.69, 1.10)  0.215
H (-0.40, 2.43, -1.56)  0.200
H (1.82, 1.31, -1.63)  0.403
H (2.09, -1.95, 0.28)  0.229
H (3.16, -0.45, -0.05)  0.218
H (2.64, -1.62, -1.28)  0.217
H (-0.16, -2.32, 0.82)  0.215
H (0.20, -1.16, 2.19)  0.218
H (-1.49, -1.39, 1.68)  0.221